1.
{"formula": "C32H37I2N6O5S4Ti", "method": "ωB97M-V/def2-TZVPD", "homo_lumo_gap_ev": 6.271, "homo_energy_ev": -9.6590, "e_lumo_ev": -3.39, "charge": 1, "species": ["C", "H", "C", "C", "C", "H", "C", "H", "H", "H", "Ti", "H", "H", "C", "C", "H", "C", "H", "H", "O", "I", "H", "I", "H", "H", "C", "O", "C", "H", "S", "C", "N", "C", "H", "C", "H", "H", "H", "O", "H", "H", "C", "C", "C", "H", "H", "H", "S", "H", "C", "N", "C", "H", "H", "H", "C", "C", "S", "C", "C", "C", "H", "H", "C", "C", "H", "H", "H", "H", "O", "N", "H", "H", "C", "N", "O", "H", "C", "H", "C", "N", "C", "N", "C", "S", "C", "C"], "coordinates": [[5.37, 2.62, -2.27], [0.53, -0.19, -5.98], [-2.08, 4.29, -0.17], [-1.83, 3.38, 2.04], [-0.96, 2.17, 0.16], [1.50, -3.21, -4.36], [-1.43, 3.19, -0.68], [7.16, 2.53, -3.45], [1.56, 3.82, -0.53], [0.15, -5.22, -1.98], [0.68, -0.24, -0.91], [-1.72, -4.61, -4.90], [-0.53, -3.69, -6.38], [-3.87, 0.78, -1.17], [4.95, -0.48, -0.15], [-0.94, 0.44, -5.28], [3.67, 1.74, -0.26], [-1.74, -1.95, -4.88], [-5.38, 2.23, -1.66], [2.10, 0.10, 0.46], [-3.29, 6.02, 1.99], [-3.65, 0.56, -2.21], [-1.11, 3.09, -2.74], [1.04, -1.37, -3.84], [-0.67, -0.89, 2.44], [-0.25, -0.40, -5.24], [2.80, -5.98, 1.98], [2.06, -3.17, -0.48], [6.27, 0.68, -2.15], [0.72, -4.45, 1.43], [-0.03, -2.90, -5.83], [-0.50, -0.58, -2.73], [0.87, -3.26, 0.15], [1.37, -4.09, -2.34], [-2.62, -0.39, 2.07], [-4.58, 1.43, 2.48], [-0.97, -1.47, -2.68], [-3.02, -0.13, 3.06], [-0.29, 1.14, -0.37], [-1.20, 1.39, 3.47], [0.31, 1.13, 2.60], [3.59, 3.09, -0.69], [6.22, 3.07, -3.42], [-0.03, -4.31, -3.77], [-2.79, -1.46, 1.92], [4.11, -0.90, 0.40], [6.41, 4.14, -3.38], [-0.54, -2.30, -0.26], [2.54, 4.10, 0.92], [-2.28, 4.39, 1.20], [-3.16, 0.12, -0.26], [-4.85, 1.71, -0.87], [-1.50, -1.55, -6.56], [1.96, 2.02, 1.03], [2.80, 5.07, -0.53], [2.57, 4.06, -0.17], [-1.18, 2.26, 1.54], [3.33, -4.25, 0.05], [4.67, 0.86, -0.76], [-0.77, 1.15, 2.48], [-4.40, 1.26, 1.42], [5.79, -0.37, 0.54], [5.68, 2.86, -4.35], [0.41, -0.48, -3.89], [-0.97, -1.70, -5.62], [-2.44, 5.07, -0.83], [-1.70, -5.41, -3.37], [-5.88, 2.67, 0.75], [5.24, -1.19, -0.92], [1.53, 0.80, -2.27], [0.56, -3.47, -4.61], [-2.02, 3.44, 3.10], [-1.20, 0.16, -2.78], [2.38, -5.09, 1.30], [0.64, -4.71, -2.69], [2.03, 1.23, -4.41], [4.37, 4.51, -2.08], [-5.12, 1.96, 0.46], [0.81, -2.60, -6.45], [-3.42, 0.36, 1.02], [-1.19, -0.14, 1.99], [2.55, 1.28, 0.48], [-1.26, -4.78, -4.02], [4.44, 3.49, -1.70], [2.34, -2.05, -1.79], [1.40, 0.63, -3.57], [5.50, 1.33, -1.75]]}



2.
{"formula": "C32H37N3O4", "method": "ωB97M-V/def2-TZVPD", "homo_lumo_gap_ev": 4.819, "homo_energy_ev": -6.3575, "e_lumo_ev": -1.54, "species": ["C", "H", "C", "C", "C", "H", "H", "H", "H", "H", "H", "H", "C", "H", "H", "C", "N", "H", "H", "H", "N", "H", "H", "H", "C", "C", "H", "C", "C", "C", "C", "C", "C", "C", "H", "C", "N", "C", "H", "H", "C", "O", "C", "H", "H", "C", "C", "O", "H", "H", "H", "H", "C", "C", "C", "C", "H", "H", "C", "C", "H", "H", "O", "H", "H", "C", "C", "H", "C", "C", "H", "C", "H", "H", "O", "H"], "coordinates": [[-3.40, -1.19, 6.32], [0.42, -2.27, 2.90], [2.43, 1.59, 6.73], [0.38, 0.66, 5.71], [1.94, 0.58, 2.83], [7.72, 0.75, 6.64], [-2.50, -2.13, 8.06], [-1.90, 1.20, 4.44], [2.66, 2.15, 5.81], [1.05, 1.46, 9.24], [2.68, -2.22, 1.20], [5.73, 1.56, 11.30], [4.43, 2.66, 7.68], [10.67, 4.83, 6.74], [1.84, 0.86, 10.72], [2.40, -1.67, 2.11], [3.30, 1.73, 7.75], [5.73, 5.47, 6.34], [11.68, 2.50, 6.97], [-0.24, -1.24, 7.58], [4.40, 1.53, 9.71], [2.75, -2.24, 2.99], [-3.36, -1.57, 0.65], [3.00, 0.12, 1.05], [-0.88, 0.00, 5.91], [-0.59, 0.54, 2.54], [-3.81, -1.64, 2.37], [-2.00, 0.36, 5.12], [4.80, 1.07, 11.02], [0.68, -0.13, 2.77], [-2.34, -1.48, 7.19], [1.96, 1.51, 9.85], [10.06, 3.92, 6.71], [-1.08, -0.94, 6.95], [-3.20, 0.83, 2.56], [-2.79, 0.18, 1.77], [7.87, 5.15, 6.48], [6.55, 4.76, 6.39], [-2.64, 0.77, 0.86], [4.03, 1.31, 11.77], [7.84, 2.88, 6.49], [-1.53, -0.39, 2.20], [8.68, 4.02, 6.53], [2.43, -0.85, 8.29], [3.15, -0.91, 9.92], [10.60, 2.63, 6.84], [9.78, 1.50, 6.81], [6.29, 2.77, 9.32], [4.08, 3.72, 7.74], [2.11, 2.55, 10.18], [4.95, -0.02, 11.03], [0.57, 1.20, 4.78], [6.48, 3.37, 6.41], [8.39, 1.61, 6.64], [0.86, -1.50, 2.25], [-3.72, -0.98, 1.50], [3.98, -0.18, 2.50], [5.60, 1.44, 6.33], [5.28, 2.50, 6.41], [3.24, -0.48, 8.92], [-4.70, -0.58, 1.25], [-4.38, -1.66, 6.46], [-0.82, 1.73, 2.62], [4.65, 2.72, 5.53], [0.40, -1.61, 1.25], [5.19, 2.36, 8.97], [-3.22, -0.28, 5.27], [1.03, 0.31, 7.71], [2.97, -0.26, 2.08], [1.28, 0.81, 6.77], [4.21, -0.76, 8.48], [3.19, 1.05, 9.05], [10.23, 0.51, 6.92], [-4.04, -0.05, 4.57], [2.21, 1.63, 3.42], [8.19, 6.11, 6.49]]}



3.
{"formula": "C32H37N3O9P2S6SbV", "method": "ωB97M-V/def2-TZVPD", "homo_lumo_gap_ev": [5.779, 5.813], "homo_energy_ev": [-6.3149, -6.3188], "e_lumo_ev": [-0.54, -0.51], "spin_multiplicity": 3, "species": ["S", "O", "H", "C", "N", "H", "C", "C", "H", "Sb", "C", "O", "H", "H", "C", "O", "C", "H", "S", "C", "C", "C", "C", "N", "O", "H", "C", "C", "C", "H", "H", "C", "H", "H", "H", "C", "C", "H", "H", "C", "H", "H", "H", "H", "C", "H", "C", "C", "V", "N", "H", "P", "C", "H", "O", "H", "S", "H", "S", "O", "O", "S", "C", "H", "H", "C", "C", "C", "H", "C", "H", "C", "C", "C", "H", "H", "H", "H", "H", "S", "H", "H", "O", "C", "C", "H", "P", "C", "H", "O", "H"], "coordinates": [[-2.42, -1.13, 7.53], [0.70, 0.34, -2.00], [0.98, -5.68, 3.44], [7.94, -1.69, -1.78], [2.00, 3.03, 0.03], [2.82, 2.76, -0.54], [3.42, -0.05, -6.17], [5.84, -0.54, -1.94], [0.08, -0.62, -6.26], [3.11, -1.71, -2.21], [-2.49, -3.81, 2.29], [0.08, -6.16, 1.01], [5.27, 0.39, -1.92], [-2.42, -2.75, 2.04], [5.19, -1.76, -2.12], [2.87, 1.79, -2.14], [1.09, -0.57, -5.87], [-0.56, 4.14, -1.96], [-2.55, 0.21, 1.83], [7.30, -2.90, -1.96], [2.07, -6.44, -2.55], [-1.26, -4.32, 3.03], [3.68, -0.47, -4.86], [-0.11, -4.27, -0.19], [-1.01, 3.27, 1.04], [9.02, -1.66, -1.65], [0.08, -4.13, 2.29], [1.33, -0.98, -4.57], [5.92, -2.94, -2.13], [1.33, -6.03, -4.52], [7.87, -3.82, -1.96], [2.64, -3.73, -2.42], [3.37, -4.95, 3.16], [1.84, -7.50, -2.60], [1.90, 2.35, 0.81], [2.07, -4.26, -3.57], [0.78, 2.89, -0.87], [1.12, 4.63, -2.13], [3.36, -4.15, -0.43], [0.38, 4.24, -1.43], [-1.72, 3.05, 1.72], [0.52, -1.33, -3.95], [1.23, -4.05, 4.06], [-5.38, 2.72, 3.58], [-4.64, 2.97, 2.82], [2.85, -3.59, 2.18], [-2.79, 1.54, 4.26], [1.23, -4.66, 3.16], [0.35, -0.41, -0.19], [-0.01, -2.13, 0.80], [4.23, 0.30, -6.79], [-0.56, 2.08, 0.14], [-0.04, -2.92, -0.28], [5.43, -3.89, -2.28], [-1.47, 1.40, -0.82], [1.93, 0.22, -7.68], [-2.82, 1.40, 6.01], [-1.35, -5.39, 3.24], [-2.38, -1.01, 4.56], [0.39, 1.11, 0.95], [0.84, 2.30, -3.56], [-3.02, 3.13, 3.58], [2.13, -0.10, -6.66], [-3.37, -3.93, 2.92], [-1.16, -3.79, 3.99], [1.78, -5.62, -3.63], [0.27, -2.63, 2.06], [-2.59, 0.40, 3.55], [-0.09, -4.81, -1.04], [0.02, -4.96, 1.01], [1.83, -3.63, -4.42], [2.65, -5.92, -1.40], [7.22, -0.50, -1.78], [2.93, -4.56, -1.34], [-4.61, 2.19, 2.06], [4.69, -0.43, -4.48], [0.22, 4.95, -0.62], [2.08, 3.98, 0.40], [-2.67, -4.37, 1.37], [2.68, -0.98, -0.04], [7.72, 0.44, -1.64], [-0.06, 2.00, -3.75], [0.60, -1.90, 2.96], [-2.54, -0.28, 6.11], [2.59, -4.61, 2.49], [2.85, -6.55, -0.55], [1.39, 1.71, -2.19], [2.63, -0.92, -4.07], [2.62, -5.25, 1.60], [0.02, -2.32, -1.39], [-4.89, 3.93, 2.37]]}